Below is a structure of composition C4H5CrO4 in a non-equilibrium geometry, with properties calculated with ωB97M-V with the def2-TZVPD basis set.

Computed properties:
E_LUMO (alpha / beta) (eV): -4.75 / -4.72
<S²>: 6.015
Total charge: +1
Energy relative to the best compared isomer or geometry (same formula, charge and spin) (eV): 0.016
2S+1: 5

Geometry (Å):
O 1.46 -1.18 -0.27
C 1.89 2.04 0.22
O 2.56 2.75 0.77
O -1.01 0.91 0.71
C -1.90 0.08 0.83
C -1.85 -1.24 0.12
O -0.76 -1.27 -0.77
C 0.45 -2.05 -0.41
Cr 0.44 0.45 -0.63
H -2.77 0.28 1.48
H -2.80 -1.38 -0.41
H -1.79 -2.03 0.88
H 0.59 -2.76 -1.25
H 0.21 -2.60 0.52